Record 1
45
Properties=species:S:1:pos:R:3:forces:R:3 method="wB97M-V/def2-TZVPD" lumo_ev=-0.44 charge=0 homo_ev=-10.256 total_energy_ha=-1146.46427 gap_ev=9.8
H -0.162906 -0.714292 0.468349 -0.2597 -0.0732 0.4400
H -0.266687 0.801982 0.454773 -0.1246 -0.2456 0.3659
H 1.958592 -3.512672 2.000059 -0.0826 -0.0227 0.2153
H 2.393260 -4.523786 3.048275 0.0304 0.0519 0.0009
H -3.957659 -0.300481 -1.746613 -0.0138 0.0711 0.0786
H -3.049325 -1.288807 -1.033745 0.2133 0.1120 -0.1072
H -2.567336 1.183811 3.400918 0.0322 0.0124 -0.0197
H -3.704647 1.941570 2.735811 0.0773 0.0284 0.0422
H -0.772985 1.253167 -1.044365 -0.3147 0.0180 -1.3260
H -0.048990 1.602370 -2.334300 -0.1625 0.1120 -0.3281
H 0.761382 -2.851535 -0.889913 -0.0103 -0.1049 -0.1031
H 0.192757 -3.053960 -2.284808 -0.0008 -0.0557 0.1610
H -1.518568 -2.709031 -3.617702 -0.1698 0.0028 -0.0847
H -2.752187 -1.870178 -3.326924 0.1291 0.0166 -0.0270
H -4.089519 -1.471852 1.871412 0.0922 -0.0294 -0.0586
H -3.216438 -2.306772 0.949090 -0.0124 0.0505 0.1717
H 0.666826 4.680287 -1.150412 -0.0207 0.0642 0.0528
H 0.351384 4.405715 0.310802 0.0775 0.1674 -0.0036
H 1.239235 2.340860 1.347624 0.0832 0.2031 0.0006
H 1.841802 2.820543 2.657913 0.0368 0.0456 0.0341
H 1.005200 0.193574 1.738412 0.3071 -0.0852 0.3323
H 1.766911 -0.629241 2.764479 0.0703 -0.1395 0.0521
H 1.841224 -0.986969 -1.221374 -0.0806 0.1301 -0.2393
H 2.960630 -0.463524 -0.336514 0.3264 -0.1233 -0.0203
H 4.548339 -2.926225 -0.260105 -0.1015 0.1733 0.0038
H 3.222158 -2.879048 0.480880 0.3866 0.0451 -0.0953
H 3.395652 2.178440 -3.001891 0.1108 0.0283 0.1042
H 2.880517 0.892010 -2.377569 0.1857 -0.3009 0.1981
H -3.438359 3.153191 -0.613302 0.0503 0.0609 -0.0653
H -3.635974 4.218894 0.452186 0.0682 0.0733 -0.0926
O -0.572591 0.015132 -0.010285 0.3434 -1.6379 2.8645
O 2.668576 -3.703670 2.623301 -0.2290 -0.0870 0.0196
O -3.303392 -0.359085 -1.041284 -0.3979 -0.1081 -0.0555
O -2.860924 2.075401 3.182141 -0.0551 -0.0885 -0.0874
O -0.588245 0.914706 -1.927714 0.3422 1.7498 -2.2785
O 0.888012 -3.366328 -1.694863 -0.0964 0.0938 0.0381
O -2.330715 -2.706390 -3.098666 0.0646 0.0417 0.0551
O -3.264998 -1.970593 1.851097 -0.0793 -0.0457 -0.0188
O -0.039590 4.753190 -0.498759 0.0928 -0.2616 0.0053
O 2.050467 2.699575 1.724738 -0.2322 -0.1615 -0.0436
O 0.909321 -0.561435 2.329816 0.0596 0.0470 -0.1400
O 2.799080 -1.006940 -1.115995 -0.8948 0.5888 -0.4756
O 4.082485 -2.447002 0.434384 0.5270 -0.5256 0.5469
O 3.419930 1.667248 -2.185138 -0.2420 0.2884 -0.2646
O -3.587952 4.098937 -0.502954 -0.1263 -0.1803 0.1519

Record 2
7
Properties=species:S:1:pos:R:3:forces:R:3 method="wB97M-V/def2-TZVPD" lumo_ev="-1.03 / -0.48" charge=0 homo_ev="-8.733 / -8.499" total_energy_ha=-1301.53523 gap_ev="7.7 / 8.0"
C -0.231294 1.177543 -0.176851 -0.3665 -3.1781 -0.8678
P 0.446284 -1.199111 1.356472 -1.4785 0.5700 -1.3580
Cl 0.454901 0.545916 -1.582632 0.6648 -0.2542 -1.3267
Cl 1.270354 -2.269937 -0.226195 -0.2442 0.3823 0.5788
H 0.290074 2.022491 0.073940 0.4634 2.0208 1.3474
H -1.274922 0.939920 -0.260241 -0.3495 0.7340 0.9598
H -0.955398 -1.216822 0.815507 1.3105 -0.2748 0.6666